ORCA calculation (the ωB97M-V functional and the def2-TZVPD basis) on C5H16ClO5STi as an isolated structure at a distorted geometry.

Summary:
- Gap between HOMO and LUMO (spin up / spin down): 4.76 / 7.90 eV
- Expectation value of S²: 3.75
- LUMO energy (spin up / spin down): 0.0 / -0.1 eV
- HOMO level (spin up / spin down): -0.177 / -0.295 Ha
- Spin multiplicity: 4

Each line ends with the natural charge from an NBO analysis.
CARTESIAN COORDINATES (ANGSTROEM)
Ti  2.514  0.020  1.487  0.811
Cl  2.083  -0.297  4.222  -0.832
O  -1.095  2.070  2.323  -0.868
S  -0.892  1.696  0.970  2.352
O  0.360  1.092  0.582  -1.005
O  -2.149  0.717  0.501  -0.694
C  -2.102  0.284  -0.866  -0.092
C  -3.405  0.537  -1.579  -0.637
C  -1.236  3.159  -0.098  -0.853
H  -1.956  -0.798  -0.793  0.193
H  -1.229  0.653  -1.408  0.187
H  -3.555  1.600  -1.778  0.207
H  -4.266  0.080  -1.094  0.231
H  -3.437  0.097  -2.580  0.226
H  -0.775  3.933  0.509  0.263
H  -2.319  3.247  -0.137  0.250
H  -0.873  2.980  -1.104  0.239
C  2.124  -0.309  -1.755  -0.259
O  2.949  0.228  -0.716  -0.765
H  2.708  -0.821  -2.527  0.181
H  1.393  -0.970  -1.300  0.188
H  1.627  0.465  -2.349  0.174
H  3.509  0.866  -1.169  0.495
C  1.718  -3.601  2.108  -0.256
O  1.640  -2.447  1.245  -0.773
H  1.039  -4.413  1.833  0.168
H  2.748  -3.944  1.963  0.176
H  1.462  -3.307  3.123  0.225
H  1.414  -2.818  0.386  0.468